No. 1
This record from OMol25 describes a molecular structure, C27H33F3LuN9O7P2S at a distorted geometry. The level of theory is the ωB97M-V functional and the def2-TZVPD basis.

Output
ΔE to the lowest compared entry with this formula, charge and spin in kcal/mol: 7.3
Charge: 0
E_LUMO in eV: 0.38
E_tot in eV: -127479.643
HOMO-LUMO gap in hartree: 0.30624

Last column: Löwdin charge in e.
Positions of all 83 atoms, in Å:
Lu 0.49 -0.94 -0.95  1.602
C 1.41 2.42 -1.67  -0.117
N 2.11 1.33 -0.97  -0.078
C 2.94 1.88 0.12  -0.118
C 2.22 2.31 1.38  -0.313
N 1.21 3.14 1.42  0.167
C 0.95 3.34 2.78  -0.233
C -0.01 4.14 3.40  -0.024
C -0.04 4.17 4.78  -0.098
C 0.88 3.42 5.54  -0.096
C 1.84 2.63 4.94  -0.017
C 1.85 2.60 3.55  -0.190
N 2.66 1.96 2.62  0.168
C 0.31 1.89 -2.52  -0.343
N -0.64 1.12 -2.07  0.061
C -1.48 0.87 -3.17  -0.216
C -2.66 0.14 -3.26  -0.012
C -3.27 0.07 -4.50  -0.082
C -2.74 0.72 -5.62  -0.084
C -1.58 1.46 -5.54  -0.011
C -0.97 1.52 -4.29  -0.187
N 0.17 2.17 -3.83  0.194
H 2.09 3.04 -2.26  0.130
H 0.95 3.04 -0.92  0.105
H 2.70 0.86 -1.63  0.092
H 3.50 2.74 -0.24  0.126
H 3.67 1.12 0.39  0.098
H -0.70 4.73 2.80  0.109
H -0.77 4.79 5.29  0.098
H 0.83 3.47 6.62  0.100
H 2.55 2.06 5.53  0.109
H 3.35 1.27 2.84  0.156
H -3.06 -0.37 -2.40  0.087
H -4.19 -0.50 -4.61  0.100
H -3.24 0.63 -6.58  0.103
H -1.14 1.95 -6.41  0.116
H 0.85 2.65 -4.40  0.167
F 1.50 -3.02 4.08  0.136
C 2.62 -2.28 4.00  -0.592
F 3.59 -2.95 4.67  0.114
F 2.39 -1.12 4.67  0.111
C 3.06 -2.01 2.59  -0.128
C 4.37 -2.26 2.26  0.000
C 4.83 -2.01 0.97  -0.049
C 3.92 -1.53 0.07  -0.160
N 2.66 -1.24 0.38  -0.093
C 2.18 -1.46 1.62  -0.718
S 0.52 -1.04 1.85  0.590
H 5.04 -2.67 3.01  0.124
H 5.85 -2.23 0.68  0.107
H 4.21 -1.35 -0.96  0.117
O 0.77 -5.01 -2.43  -0.079
P 0.81 -3.44 -2.21  0.165
O -0.38 -2.94 -1.42  -0.394
O 2.09 -3.00 -1.59  -0.311
O 0.70 -2.86 -3.71  -0.249
P 1.51 -1.47 -4.08  0.249
O 3.03 -1.93 -4.04  -0.123
O 1.11 -0.96 -5.39  -0.242
O 1.28 -0.59 -2.83  -0.465
H 0.03 -5.29 -3.00  0.107
H 3.20 -2.39 -3.17  0.059
C -2.31 1.50 0.82  -0.046
N -3.18 0.36 1.10  -0.133
C -4.05 0.53 2.27  -0.046
C -2.94 -0.83 0.50  -0.440
N -1.92 -1.04 -0.28  0.024
N -3.83 -1.87 0.82  -0.176
C -3.31 -3.22 0.65  -0.067
C -5.19 -1.70 0.29  -0.060
H -2.91 2.42 0.85  0.092
H -1.86 1.40 -0.15  0.041
H -1.51 1.57 1.57  0.077
H -3.49 1.05 3.06  0.091
H -4.38 -0.42 2.64  0.083
H -4.92 1.15 2.02  0.087
H -1.97 -1.99 -0.62  -0.004
H -3.31 -3.54 -0.40  0.091
H -3.93 -3.91 1.21  0.091
H -2.29 -3.28 1.03  0.093
H -5.50 -0.66 0.37  0.080
H -5.89 -2.31 0.86  0.088
H -5.24 -2.00 -0.76  0.090

No. 2
This record from OMol25 describes 11 unconnected molecules or ions with the total composition C27H33F8N3O30 at a distorted geometry. The level of theory is the ωB97M-V functional and the def2-TZVPD basis.

Output
ΔE to the lowest compared entry with this formula, charge and spin in kcal/mol: 117.8
Charge: 0
E_LUMO in eV: -0.50
E_tot in eV: -116156.367
HOMO-LUMO gap in hartree: 0.37238

Last column: Löwdin charge in e.
Positions of all 101 atoms, in Å:
O -7.10 6.72 -0.65  0.118
C -6.96 5.48 -0.69  -0.474
O -7.40 4.62 -1.64  0.097
C -7.41 3.34 -1.21  -0.105
C -6.48 3.43 0.01  -0.322
F -5.34 2.81 -0.29  0.092
O -6.25 4.80 0.23  0.143
H -8.37 2.88 -0.98  0.138
H -7.01 2.59 -1.90  0.145
H -6.93 3.04 0.92  0.167
O -0.65 4.53 2.78  0.156
C -1.02 5.68 2.86  -0.579
O -1.19 6.27 4.00  0.116
C -1.52 7.61 3.90  -0.074
C -1.25 7.88 2.49  -0.331
F -0.12 8.61 2.31  0.079
O -1.23 6.60 1.93  0.161
H -2.59 7.76 3.98  0.145
H -1.08 8.31 4.62  0.156
H -2.04 8.40 1.96  0.172
O 3.22 -3.50 -3.76  0.128
C 2.87 -4.43 -3.02  -0.499
O 2.11 -5.53 -3.21  0.117
C 1.55 -5.89 -2.05  -0.149
C 2.26 -5.20 -1.00  -0.342
F 3.05 -6.04 -0.28  0.097
O 3.03 -4.32 -1.73  0.162
H 0.49 -5.68 -2.15  0.152
H 1.54 -6.93 -1.72  0.156
H 1.57 -4.60 -0.42  0.179
O 1.23 -1.28 1.87  0.135
C 0.76 -0.57 0.99  -0.443
O 1.34 0.61 0.48  0.047
C 0.61 1.02 -0.73  -0.021
C -0.63 0.20 -0.52  -0.399
F -1.25 -0.09 -1.70  0.080
O -0.30 -0.90 0.19  0.144
H 0.47 2.09 -0.87  0.143
H 1.11 0.58 -1.60  0.141
H -1.26 0.80 0.14  0.173
O 1.53 -8.82 3.68  0.165
C 1.47 -7.96 4.52  -0.563
O 2.16 -6.85 4.66  0.093
C 1.92 -6.23 5.93  -0.028
C 0.73 -7.03 6.43  -0.280
F -0.46 -6.30 6.66  0.011
O 0.55 -8.05 5.50  0.155
H 2.77 -6.37 6.60  0.137
H 1.84 -5.16 5.77  0.147
H 0.95 -7.27 7.47  0.162
O 5.80 2.61 -2.94  0.098
C 6.45 3.55 -3.48  -0.596
O 6.28 4.79 -3.15  0.108
C 6.73 5.62 -4.17  -0.066
C 7.81 4.79 -4.82  -0.279
F 9.02 5.09 -4.32  0.102
O 7.38 3.49 -4.36  0.157
H 5.91 5.60 -4.89  0.148
H 7.19 6.60 -4.05  0.154
H 7.75 4.74 -5.90  0.174
O 2.81 4.12 -7.23  0.118
C 2.46 2.93 -7.17  -0.487
O 3.19 1.82 -7.36  0.073
C 2.38 0.70 -7.59  -0.064
C 1.05 1.14 -6.99  -0.272
F 0.80 0.46 -5.81  0.058
O 1.16 2.55 -6.94  0.121
H 2.49 0.48 -8.65  0.143
H 2.81 -0.16 -7.09  0.145
H 0.28 0.96 -7.74  0.165
O -3.14 -8.93 1.16  0.135
C -3.10 -7.86 1.77  -0.443
O -3.70 -7.58 2.96  0.090
C -3.72 -6.26 3.17  -0.114
C -2.86 -5.62 2.00  -0.292
F -1.72 -5.33 2.66  0.056
O -2.66 -6.70 1.15  0.126
H -4.72 -5.83 3.12  0.132
H -3.32 -6.04 4.17  0.139
H -3.21 -4.71 1.51  0.170
C -2.10 4.66 -3.39  0.041
N -3.01 4.53 -4.53  -0.515
O -3.08 5.43 -5.27  0.108
O -3.64 3.52 -4.61  0.063
H -2.67 4.75 -2.46  0.103
H -1.55 5.57 -3.62  0.100
H -1.47 3.77 -3.42  0.101
C -5.95 -1.25 5.32  0.050
N -5.16 -0.89 4.08  -0.405
O -5.25 -1.70 3.15  0.032
O -4.40 0.12 4.04  0.036
H -6.42 -0.36 5.73  0.098
H -5.26 -1.71 6.03  0.098
H -6.59 -2.08 5.00  0.091
C 5.91 -2.33 3.15  0.031
N 6.62 -1.26 3.86  -0.428
O 7.31 -0.52 3.16  0.051
O 6.49 -1.14 5.09  0.045
H 6.58 -3.18 3.05  0.103
H 5.70 -1.95 2.15  0.102
H 5.01 -2.63 3.69  0.097

No. 3
This record from OMol25 describes a molecular structure, C27H33N3O3S2Yb at a distorted geometry. The level of theory is the ωB97M-V functional and the def2-TZVPD basis.

Output
Charge: +2
E_LUMO in eV: -8.60
E_tot in eV: -92327.575
HOMO-LUMO gap in hartree: 0.16667

Last column: Löwdin charge in e.
Positions of all 69 atoms, in Å:
C 1.39 1.62 2.34  -0.081
C 1.77 2.82 1.41  -0.161
C 1.32 2.68 -0.04  -0.193
C 1.73 1.44 -0.84  -0.198
C 3.21 1.19 -1.14  -0.126
C 3.39 -0.05 -2.08  -0.156
C 4.67 -0.86 -1.80  -0.219
O 4.28 -2.05 -1.12  -0.207
C 5.26 -2.52 -0.19  -0.095
C 0.97 1.82 -2.16  -0.330
O 1.36 1.90 -3.29  0.192
N -0.39 2.13 -1.64  0.114
C -0.18 2.90 -0.44  -0.358
C -1.28 2.85 0.63  -0.065
C -2.49 1.97 0.18  -0.261
C -3.48 1.71 1.34  -0.387
S -2.77 0.36 2.36  1.013
C -3.62 -1.12 1.89  -0.975
S -5.27 -1.22 2.25  0.658
N -3.02 -2.23 1.23  -0.092
C -1.65 -2.37 1.73  -0.288
C -1.45 -3.09 2.89  -0.013
C -0.21 -3.25 3.45  -0.040
C 0.90 -2.68 2.85  -0.023
C 0.70 -1.97 1.68  -0.058
C -0.54 -1.80 1.12  -0.051
C -2.99 -2.11 -0.23  -0.289
C -3.47 -0.97 -1.02  -0.194
C -3.35 -0.91 -2.40  -0.069
C -2.77 -1.98 -3.08  -0.031
C -2.36 -3.07 -2.34  -0.021
C -2.44 -3.15 -0.96  -0.004
O -0.17 4.35 -0.83  0.034
C -0.88 4.57 -1.90  -0.349
N -1.43 4.91 -2.88  0.177
H 0.69 1.98 3.11  0.070
H 2.24 1.16 2.85  0.080
H 0.80 0.91 1.74  0.040
H 1.44 3.75 1.89  0.123
H 2.87 2.86 1.39  0.116
H 1.83 3.50 -0.57  0.164
H 1.23 0.49 -0.58  0.136
H 3.81 0.99 -0.25  0.119
H 3.60 2.05 -1.69  0.135
H 2.51 -0.70 -2.10  0.114
H 3.49 0.35 -3.10  0.111
H 5.40 -0.25 -1.26  0.120
H 5.06 -1.17 -2.78  0.127
H 5.50 -3.56 -0.46  0.089
H 6.19 -1.94 -0.19  0.087
H 4.82 -2.52 0.82  0.076
H -0.75 1.19 -1.49  0.110
H -0.95 2.46 1.60  0.094
H -1.67 3.85 0.80  0.143
H -2.06 0.99 -0.07  0.057
H -2.96 2.36 -0.72  0.134
H -3.66 2.62 1.92  0.105
H -4.45 1.42 0.91  0.060
H -2.32 -3.54 3.37  0.133
H -0.09 -3.82 4.36  0.127
H 1.89 -2.78 3.30  0.127
H 1.57 -1.50 1.21  0.116
H -0.63 -1.20 0.22  0.115
H -3.95 -0.07 -0.55  0.074
H -3.69 -0.03 -2.93  0.136
H -2.67 -1.93 -4.15  0.135
H -1.92 -3.92 -2.86  0.137
H -2.09 -4.04 -0.44  0.149
Yb -5.79 -1.80 -0.26  1.484

No. 4
This record from OMol25 describes a molecular structure, C27H33N3O4S2Tl. The level of theory is the ωB97M-V functional and the def2-TZVPD basis.

Output
ΔE to the lowest compared entry with this formula, charge and spin in kcal/mol: 12.8
Charge: -1
E_LUMO in eV: 1.99
E_tot in eV: -67562.377
HOMO-LUMO gap in hartree: 0.22632

Last column: Löwdin charge in e.
Positions of all 70 atoms, in Å:
Tl -0.50 -0.11 -0.55  0.625
C -0.29 -0.45 6.35  -0.053
C -0.13 -0.36 4.86  -0.277
C 0.47 0.74 4.25  -0.032
C 0.58 0.77 2.87  -0.157
N 0.16 -0.22 2.08  -0.013
C -0.39 -1.29 2.66  -0.113
C -0.56 -1.39 4.03  -0.019
H -0.06 0.50 6.84  0.071
H 0.38 -1.21 6.75  0.081
H -1.31 -0.73 6.61  0.080
H 0.83 1.58 4.84  0.105
H 1.03 1.62 2.38  0.092
H -0.75 -2.05 1.96  0.086
H -1.03 -2.26 4.45  0.112
C -3.01 -4.01 0.45  -0.088
C -2.81 -2.52 0.14  -0.662
C -3.57 -2.13 -1.13  -0.090
O -1.48 -2.21 0.05  -0.495
H -4.06 -4.25 0.62  0.062
H -2.44 -4.27 1.34  0.059
H -2.64 -4.62 -0.38  0.068
H -3.30 -1.97 0.98  0.122
H -3.10 -2.62 -1.99  0.073
H -3.51 -1.05 -1.27  0.052
H -4.63 -2.42 -1.09  0.065
C 6.79 3.92 1.60  -0.112
C 5.80 2.95 0.96  -0.241
C 4.36 3.27 1.36  -0.190
N 3.42 2.26 0.90  -0.003
C 3.13 1.98 -0.39  -0.862
S 2.84 0.42 -0.88  0.574
N 3.16 2.97 -1.36  0.103
C 2.93 4.36 -1.41  -0.403
O 3.36 4.95 -2.37  0.089
C 2.17 5.05 -0.34  -0.170
C 1.09 4.48 0.32  -0.012
C 0.41 5.20 1.29  -0.051
C 0.78 6.49 1.59  -0.073
C 1.83 7.09 0.90  -0.079
C 2.51 6.38 -0.07  -0.034
H 7.81 3.67 1.30  0.068
H 6.73 3.89 2.68  0.071
H 6.59 4.95 1.27  0.073
H 6.04 1.93 1.28  0.112
H 5.89 2.99 -0.12  0.110
H 4.08 4.24 0.96  0.100
H 4.27 3.33 2.45  0.128
H 3.43 1.40 1.44  0.105
H 3.31 2.59 -2.28  0.123
H 0.73 3.49 0.06  0.112
H -0.44 4.74 1.79  0.107
H 0.24 7.06 2.34  0.103
H 2.10 8.12 1.10  0.101
H 3.33 6.82 -0.63  0.117
O -3.22 6.77 -3.88  0.091
C -3.65 6.69 -2.59  -0.498
O -4.31 7.59 -2.15  0.082
C -3.26 5.49 -1.83  -0.167
C -2.42 4.48 -2.30  -0.044
C -2.11 3.38 -1.52  -0.135
C -2.63 3.23 -0.22  -0.762
S -2.31 1.87 0.78  0.431
C -3.47 4.27 0.25  -0.133
C -3.77 5.36 -0.53  -0.031
H -2.71 5.99 -4.11  0.074
H -1.98 4.52 -3.29  0.103
H -1.45 2.61 -1.90  0.065
H -3.88 4.17 1.25  0.088
H -4.43 6.14 -0.17  0.113

No. 5
This record from OMol25 describes a molecular structure, C27H33N4O4PS3Zr. The level of theory is the ωB97M-V functional and the def2-TZVPD basis.

Output
ΔE to the lowest compared entry with this formula, charge and spin in kcal/mol: 1.7
Charge: 0
E_LUMO in eV: 0.11
E_tot in eV: -85766.042
HOMO-LUMO gap in hartree: 0.24601

Last column: Löwdin charge in e.
Positions of all 73 atoms, in Å:
Zr -0.14 0.63 -0.09  1.307
N 0.36 1.01 2.27  -0.057
C 1.81 0.81 2.50  -0.148
C 2.54 1.59 1.41  -0.569
O 3.59 2.17 1.68  0.028
N 1.86 1.61 0.26  -0.158
C 2.13 2.72 -0.64  -0.163
C 0.80 3.36 -1.01  -0.605
O 0.70 4.39 -1.63  0.084
O -0.25 2.66 -0.59  -0.349
H 0.15 2.00 2.36  0.109
H -0.18 0.53 2.98  0.057
H 2.03 -0.25 2.43  0.096
H 2.13 1.18 3.47  0.122
H 2.62 2.42 -1.56  0.098
H 2.77 3.47 -0.16  0.127
N -0.50 -2.84 0.93  -0.128
P -1.38 -1.50 1.48  0.950
C -1.16 -1.69 3.30  -0.337
C -2.14 -1.34 4.24  -0.083
C -1.86 -1.35 5.59  -0.076
C -0.60 -1.71 6.05  -0.082
C 0.38 -2.06 5.13  -0.074
C 0.10 -2.05 3.77  -0.111
C -3.12 -1.98 1.25  -0.380
C -4.10 -1.05 1.58  -0.132
C -5.44 -1.36 1.42  -0.079
C -5.82 -2.60 0.92  -0.079
C -4.84 -3.52 0.58  -0.071
C -3.50 -3.22 0.74  -0.088
C 0.74 -2.70 0.35  -0.391
C 1.46 -3.87 0.03  -0.014
C 2.73 -3.74 -0.48  -0.055
C 3.26 -2.47 -0.67  -0.051
C 2.48 -1.38 -0.37  -0.156
N 1.23 -1.48 0.14  0.006
H -0.71 -3.76 1.28  0.112
H -3.13 -1.07 3.91  0.090
H -2.64 -1.09 6.30  0.106
H -0.38 -1.72 7.11  0.105
H 1.37 -2.35 5.48  0.108
H 0.88 -2.33 3.07  0.095
H -3.81 -0.07 1.93  0.085
H -6.20 -0.62 1.68  0.106
H -6.87 -2.84 0.79  0.104
H -5.13 -4.49 0.17  0.106
H -2.75 -3.94 0.43  0.095
H 1.01 -4.83 0.19  0.113
H 3.30 -4.62 -0.73  0.112
H 4.26 -2.32 -1.06  0.111
H 2.84 -0.37 -0.52  0.080
C 1.30 -1.67 -4.20  -0.130
C 0.42 -1.10 -3.11  -0.755
S 0.96 0.43 -2.43  0.654
C -0.70 -1.69 -2.69  -0.757
C -1.24 -2.99 -3.22  -0.126
S -1.70 -0.91 -1.46  0.589
H 2.02 -0.93 -4.53  0.054
H 0.71 -1.98 -5.07  0.072
H 1.86 -2.54 -3.85  0.074
H -1.36 -3.72 -2.42  0.061
H -0.58 -3.42 -3.97  0.062
H -2.22 -2.85 -3.67  0.072
C -2.95 2.44 -1.83  -0.236
S -2.84 2.62 -0.05  0.945
C -4.56 2.28 0.31  -0.248
O -2.18 1.34 0.51  -0.740
H -3.63 3.23 -2.17  0.068
H -3.32 1.45 -2.07  0.037
H -1.96 2.60 -2.23  0.050
H -5.17 3.07 -0.12  0.062
H -4.68 2.28 1.39  0.056
H -4.83 1.30 -0.10  0.058

No. 6
This record from OMol25 describes a molecular structure, C27H33N4OPdSSi. The level of theory is the ωB97M-V functional and the def2-TZVPD basis.

Output
ΔE to the lowest compared entry with this formula, charge and spin in kcal/mol: 0.0
Charge: -1
E_LUMO in eV: 2.23
E_tot in eV: -58740.615
HOMO-LUMO gap in hartree: 0.21321

Last column: Löwdin charge in e.
Positions of all 68 atoms, in Å:
Pd 0.37 0.73 0.59  0.794
C 0.81 0.92 4.80  -0.091
C -0.21 0.09 5.26  -0.111
C -0.99 -0.59 4.34  -0.061
C -0.78 -0.45 2.97  -0.189
C 0.23 0.42 2.49  -0.247
C 1.02 1.08 3.44  -0.097
C -1.52 -1.25 1.98  -0.218
C -2.45 -2.26 2.35  -0.002
C -3.01 -3.05 1.41  -0.017
C -2.65 -2.89 0.05  -0.173
C -3.13 -3.71 -1.00  -0.049
C -2.72 -3.50 -2.28  -0.090
C -1.82 -2.46 -2.58  -0.072
C -1.34 -1.64 -1.59  -0.019
C -1.74 -1.85 -0.25  -0.212
N -1.23 -1.04 0.71  0.129
H 1.44 1.45 5.50  0.097
H -0.39 -0.02 6.32  0.090
H -1.77 -1.25 4.72  0.088
H 1.83 1.71 3.09  0.090
H -2.71 -2.39 3.39  0.095
H -3.73 -3.83 1.68  0.113
H -3.83 -4.51 -0.76  0.106
H -3.09 -4.13 -3.08  0.096
H -1.50 -2.31 -3.60  0.097
H -0.65 -0.82 -1.77  0.072
C 2.39 -0.61 -2.68  -0.160
Si 1.29 0.91 -2.79  0.237
C 2.43 2.38 -3.07  -0.174
C 0.23 0.72 -4.36  -0.174
O 0.26 1.07 -1.56  -0.504
H 3.03 -0.68 -3.57  0.024
H 1.81 -1.54 -2.62  0.019
H 3.04 -0.54 -1.81  0.017
H 2.94 2.30 -4.03  0.021
H 3.19 2.41 -2.29  0.013
H 1.87 3.32 -3.06  0.026
H 0.84 0.58 -5.26  0.018
H -0.40 1.60 -4.51  0.020
H -0.43 -0.15 -4.26  -0.001
C 2.47 -1.86 1.19  -0.062
C 3.16 -0.56 0.97  -0.414
C 4.52 -0.27 0.98  -0.108
C 4.64 1.12 0.78  -0.104
C 3.34 1.61 0.65  -0.409
C 2.87 3.02 0.51  -0.079
N 2.46 0.58 0.73  -0.038
H 3.19 -2.69 1.16  0.065
H 1.70 -2.04 0.43  0.053
H 1.97 -1.89 2.17  0.061
H 5.32 -0.99 1.13  0.074
H 5.54 1.71 0.75  0.074
H 3.70 3.69 0.27  0.070
H 2.41 3.39 1.44  0.053
H 2.11 3.12 -0.27  0.036
S -0.89 3.01 0.94  0.659
C -2.17 2.30 0.12  -0.877
N -2.20 2.05 -1.20  0.014
C -3.35 1.20 -1.53  -0.135
C -3.98 0.89 -0.16  -0.143
N -3.31 1.85 0.71  0.012
H -1.25 1.81 -1.59  0.071
H -3.03 0.30 -2.05  0.098
H -4.05 1.74 -2.17  0.106
H -3.79 -0.14 0.16  0.094
H -5.06 1.05 -0.16  0.105
H -3.28 1.74 1.71  0.119

Highest occupied orbital energy for every record listed, in sequence, given in eV: -7.952; -10.637; -13.138; -4.172; -6.580; -3.571.